26
Properties=species:S:1:pos:R:3 method="wB97M-V/def2-TZVPD" charge=0 fmax_ha_per_bohr=0.0834 lumo_ev="-0.28 / -0.61" multiplicity=1 energy_ha=-933.1432 gap_ev="7.4 / 6.4"
C 0.64 -1.66 -0.99
C 0.62 0.89 -1.30
C -0.64 1.68 -1.18
C -2.12 -0.56 -0.47
C 0.54 -0.29 -0.49
C 0.36 -1.26 1.78
C 1.38 0.89 1.46
N 0.34 -1.77 -2.29
N 0.73 -0.23 0.85
O 0.96 -2.61 -0.31
O -1.75 -0.03 -2.95
S -2.18 0.68 -1.74
H 0.51 0.46 -2.36
H 1.62 1.28 -1.05
H -0.80 1.92 -0.08
H -0.68 2.59 -1.70
H -2.42 -1.51 -0.74
H -2.58 0.02 0.29
H -0.50 -1.71 1.41
H 1.15 -2.04 2.00
H 0.06 -0.82 2.67
H 2.48 0.91 1.67
H 1.13 1.77 0.95
H 0.97 0.98 2.49
H -0.42 -1.30 -2.70
H 0.63 -2.63 -2.70

***

14
Properties=species:S:1:pos:R:3 method="wB97M-V/def2-TZVPD" charge=0 smiles="CCOCC=O" fmax_ha_per_bohr=0.0081 lumo_ev=0.71 multiplicity=1 energy_ha=-307.6458 gap_ev=10.5
C -0.27 -1.06 1.85
C -0.01 0.07 0.88
O 0.68 -0.50 -0.22
C 0.81 0.27 -1.37
C -0.50 0.92 -1.83
O -1.49 0.29 -2.09
H -0.67 -1.91 1.29
H 0.65 -1.37 2.36
H -1.01 -0.77 2.61
H 0.58 0.88 1.34
H -0.96 0.51 0.54
H 1.11 -0.43 -2.16
H 1.60 1.04 -1.28
H -0.50 2.03 -1.92

***

24
Properties=species:S:1:pos:R:3 method="wB97M-V/def2-TZVPD" charge=+2 fmax_ha_per_bohr=0.2038 lumo_ev="-10.15 / -12.65" multiplicity=5 energy_ha=-2289.6603 gap_ev="7.0 / 4.8"
O -1.02 -3.18 -1.27
C -0.33 -2.30 -1.54
Co 0.99 -0.95 -1.92
O 2.82 -1.69 0.22
C 2.10 -1.41 -0.64
C 1.49 0.76 -1.63
O 2.16 1.68 -1.30
C 0.14 0.65 -2.39
O -0.59 1.58 -2.64
C 1.79 -1.69 -3.34
O 2.25 -2.14 -4.30
H 0.02 -0.51 -2.85
N -2.47 1.85 4.90
C -1.96 1.47 3.92
C -1.33 1.02 2.70
C -0.93 -0.31 2.53
C -0.34 -0.69 1.32
N -0.17 0.18 0.33
C -0.55 1.44 0.46
C -1.13 1.92 1.65
H -1.07 -1.06 3.31
H -0.01 -1.72 1.17
H -0.44 2.13 -0.38
H -1.40 2.97 1.71

***

50
Properties=species:S:1:pos:R:3 method="wB97M-V/def2-TZVPD" charge=+2 smiles="C[N+](C)(C)CCOC(=O)CCC(=O)OCC[N+](C)(C)C" fmax_ha_per_bohr=0.0231 lumo_ev=-4.14 multiplicity=1 energy_ha=-961.4011 gap_ev=11.7
C 6.22 0.37 -1.19
N 5.32 0.56 -0.03
C 6.09 0.35 1.21
C 4.80 1.94 -0.06
C 4.22 -0.42 -0.15
C 3.11 -0.35 0.92
O 2.22 -1.43 0.73
C 1.28 -1.29 -0.23
O 1.21 -0.31 -0.93
C 0.41 -2.52 -0.31
C -0.96 -2.21 -0.91
C -1.81 -1.45 0.07
O -1.43 -0.64 0.88
O -3.12 -1.76 -0.08
C -4.05 -1.27 0.87
C -5.20 -0.53 0.19
N -5.01 0.93 -0.07
C -4.98 1.69 1.20
C -6.15 1.40 -0.88
C -3.76 1.17 -0.81
H 6.61 -0.64 -1.20
H 7.06 1.07 -1.13
H 5.69 0.55 -2.12
H 5.48 0.54 2.09
H 6.95 1.03 1.24
H 6.47 -0.67 1.25
H 5.63 2.65 -0.11
H 4.23 2.16 0.85
H 4.16 2.09 -0.92
H 3.73 -0.28 -1.12
H 4.64 -1.43 -0.12
H 3.50 -0.49 1.93
H 2.55 0.59 0.85
H 0.34 -2.96 0.68
H 0.93 -3.23 -0.96
H -0.83 -1.58 -1.79
H -1.48 -3.12 -1.20
H -3.52 -0.66 1.61
H -4.47 -2.14 1.38
H -6.10 -0.64 0.81
H -5.39 -1.03 -0.77
H -4.89 2.75 0.99
H -4.14 1.38 1.81
H -5.90 1.52 1.76
H -7.09 1.20 -0.36
H -6.17 0.90 -1.84
H -6.07 2.47 -1.05
H -3.73 0.56 -1.71
H -2.89 0.94 -0.19
H -3.70 2.22 -1.10